[1]
This record from OMol25 describes C20H24IrN4O4S4Se as an isolated structure at a distorted geometry. The level of theory is the ωB97M-V functional and the def2-TZVPD basis.

* <S²>: 6.0529
* relative energy (zero: lowest compared OMol25 entry of this formula, charge and spin): 40.59 kJ/mol
* calculated total energy: -5394.6799 Eh

Geometry as ORCA input:
```
! RIJCOSX wB97M-V def2-TZVPD def2/J DEFGRID3
* xyz 1 5
Ir 1.119 0.722 -0.412
C 2.949 -0.624 2.166
C 1.504 -0.920 2.506
S 0.303 0.258 1.873
C 0.744 1.754 2.805
C 0.858 2.991 1.945
S 1.963 2.855 0.514
C 3.540 2.492 1.321
C 4.240 1.342 0.638
S 3.253 -0.149 0.425
H 3.529 -1.530 2.342
H 3.364 0.159 2.801
H 1.371 -0.985 3.587
H 1.206 -1.867 2.066
H 1.671 1.550 3.339
H -0.023 1.920 3.562
H 1.187 3.832 2.561
H -0.104 3.271 1.514
H 3.355 2.284 2.374
H 4.162 3.386 1.274
H 5.159 1.086 1.168
H 4.527 1.612 -0.380
C -4.458 -3.313 1.390
C -3.095 -3.105 0.792
C -2.086 -4.051 0.964
C -0.825 -3.859 0.427
C -0.562 -2.699 -0.294
C -1.551 -1.750 -0.491
C -2.809 -1.961 0.054
S 1.079 -2.525 -0.932
O 1.956 -2.538 0.218
O 1.292 -3.500 -1.956
N 1.166 -1.014 -1.575
C 1.189 -0.911 -2.945
C -0.645 -0.402 -3.904
O -0.501 -0.898 -4.960
O -1.231 0.264 -3.109
H -4.634 -4.363 1.617
H -5.240 -2.974 0.712
H -4.560 -2.751 2.320
H -2.294 -4.957 1.520
H -0.053 -4.606 0.559
H -1.363 -0.878 -1.101
H -3.591 -1.230 -0.120
H 1.386 -1.818 -3.504
H 1.638 0.005 -3.320
Se 0.451 3.676 -4.092
N -1.408 3.719 -3.822
C -1.630 3.098 -2.716
C -2.914 2.846 -2.150
C -2.969 2.092 -0.974
C -1.834 1.632 -0.404
N -0.532 1.885 -0.911
C -0.434 2.563 -2.011
N 0.776 2.781 -2.611
H -3.797 3.222 -2.646
H -3.912 1.858 -0.503
H -1.879 1.027 0.489
*
```

Here are the Löwdin charges for atoms 1 to 4, given in e:
1. Ir 0.802
2. C -0.424
3. C -0.478
4. S 0.875

---

[2]
This record from OMol25 describes one molecule with the formula C20H24N2O2. The level of theory is the ωB97M-V functional and the def2-TZVPD basis.

* SMILES: COc1ccc(C(=O)Nc2ccc(CN3CCCCC3)cc2)cc1
* relative energy (zero: lowest compared OMol25 entry of this formula, charge and spin): 163.25 kJ/mol
* calculated total energy: -1036.5155 Eh

Geometry as ORCA input:
```
! RIJCOSX wB97M-V def2-TZVPD def2/J DEFGRID3
* xyz 0 1
C -0.575 5.850 6.531
H -0.520 6.371 7.485
O 0.145 4.654 6.708
C 0.239 3.786 5.668
C 0.944 2.606 5.920
C 1.089 1.659 4.934
C 0.559 1.866 3.661
C -0.151 3.036 3.417
C -0.315 3.988 4.408
H -0.883 4.878 4.187
H -0.622 3.207 2.459
C 0.727 0.785 2.648
O 0.798 -0.385 2.964
N 0.805 1.246 1.363
C 0.900 0.523 0.171
C 1.041 1.241 -1.014
C 1.109 0.584 -2.228
C 1.044 -0.801 -2.287
C 0.910 -1.512 -1.099
C 0.836 -0.867 0.119
H 0.731 -1.428 1.032
H 0.849 -2.588 -1.145
C 1.106 -1.538 -3.596
N 0.082 -2.561 -3.662
C 0.288 -3.473 -4.772
C -0.928 -4.391 -4.953
C -1.680 -4.498 -3.632
C -2.252 -3.126 -3.267
C -1.265 -2.023 -3.674
H -1.315 -1.195 -2.964
H -1.523 -1.623 -4.672
H -2.436 -3.083 -2.193
H -3.203 -2.967 -3.777
H -0.985 -4.822 -2.857
H -2.482 -5.235 -3.703
H -0.600 -5.374 -5.293
H -1.600 -3.985 -5.711
H 1.178 -4.068 -4.542
H 0.483 -2.927 -5.714
H 2.077 -2.043 -3.674
H 1.035 -0.822 -4.437
H 1.212 1.157 -3.138
H 1.091 2.321 -0.984
H 0.830 2.249 1.245
H 1.618 0.738 5.127
H 1.359 2.458 6.905
H -1.624 5.656 6.285
H -0.128 6.477 5.752
*
```

Here are the Löwdin charges for atoms 1 to 4, given in e:
1. C -0.087
2. H 0.094
3. O -0.078
4. C -0.272

---

[3]
This record from OMol25 describes one molecule with the formula C20H24N2O3S at a distorted geometry. The level of theory is the ωB97M-V functional and the def2-TZVPD basis.

* SMILES: CCOc1ccc(CSc2nc(C)cc(COC)c2C#N)cc1OCC
* relative energy (zero: lowest compared OMol25 entry of this formula, charge and spin): 298.71 kJ/mol
* calculated total energy: -1509.9020 Eh

Geometry as ORCA input:
```
! RIJCOSX wB97M-V def2-TZVPD def2/J DEFGRID3
* xyz 0 1
C -5.530 -1.909 -1.916
C -4.397 -1.967 -0.903
O -3.974 -0.642 -0.662
C -2.977 -0.424 0.236
C -2.303 -1.404 0.943
C -1.296 -1.069 1.839
C -0.956 0.252 2.044
C -1.626 1.249 1.334
C -2.627 0.933 0.435
O -3.333 1.831 -0.299
C -3.037 3.206 -0.160
C -3.965 3.971 -1.090
H -5.000 3.775 -0.822
H -3.770 5.037 -1.014
H -3.808 3.650 -2.115
H -1.988 3.397 -0.428
H -3.196 3.524 0.880
H -1.336 2.275 1.495
C 0.130 0.633 2.996
H 0.573 -0.237 3.474
H -0.218 1.343 3.747
S 1.483 1.529 2.141
C 2.177 0.236 1.196
N 1.752 -0.991 1.425
C 2.248 -2.000 0.724
C 3.229 -1.811 -0.247
C 3.701 -0.533 -0.497
C 3.164 0.531 0.235
C 3.579 1.856 0.000
N 3.891 2.937 -0.224
C 4.786 -0.256 -1.499
O 5.910 0.228 -0.798
C 6.895 0.774 -1.636
H 7.273 0.028 -2.346
H 7.702 1.101 -0.985
H 6.505 1.633 -2.195
H 5.043 -1.171 -2.055
H 4.437 0.501 -2.221
H 3.621 -2.653 -0.795
C 1.690 -3.352 1.028
H 0.726 -3.462 0.532
H 1.527 -3.455 2.097
H 2.356 -4.137 0.680
H -0.781 -1.849 2.377
H -2.553 -2.444 0.806
H -3.564 -2.566 -1.299
H -4.747 -2.430 0.031
H -5.180 -1.445 -2.834
H -6.348 -1.313 -1.520
H -5.887 -2.911 -2.132
*
```

Here are the Löwdin charges for atoms 1 to 4, given in e:
1. C -0.064
2. C -0.263
3. O -0.034
4. C -0.192